Entry from OMol25: C47H56AsGeN3O3PbSSi3Te as an isolated structure at a distorted geometry (the ωB97M-V functional and the def2-TZVPD basis).

The calculation puts the LUMO energy (alpha / beta) at 2.2 / 0.8 eV. The total charge is -1. The calculation puts the electronic energy at -224629.962 eV. The calculation puts the HOMO-LUMO gap (alpha / beta) at 6.817 / 5.409 eV. The spin multiplicity is 2.

Cartesian coordinates (Å):
Pb -1.039 -0.180 0.975
Te -0.275 1.632 -1.976
As 0.175 2.346 2.433
Ge -0.625 -0.366 -3.454
S -4.012 0.268 0.430
Si -1.225 -2.591 -2.843
Si -2.510 0.563 -4.607
Si 1.475 -0.454 -4.594
O 1.544 0.496 0.417
O -3.110 -1.389 4.994
O -1.164 -0.643 3.202
N 2.268 -1.607 0.999
N -2.914 -2.121 0.762
N 1.004 -1.777 1.532
C -2.273 -2.294 4.409
C -5.269 -2.159 1.075
C -0.727 -3.574 -4.384
C -1.568 6.234 4.582
C -2.024 5.787 3.353
C 2.415 -0.436 0.410
C 3.918 3.805 1.425
C 2.576 -1.672 -3.612
C 0.940 -2.617 2.490
C -3.092 -2.787 -2.605
C -2.739 -0.478 -6.177
C -0.403 -4.211 3.709
C 3.907 0.755 4.795
C 1.222 -0.983 -6.384
C -1.242 -1.913 3.546
C 3.700 -0.162 -0.314
C 4.978 1.383 -1.635
C 1.345 4.228 0.456
C -0.616 5.490 5.265
C 2.441 4.799 -0.170
C 3.722 4.581 0.298
C 3.829 1.078 -0.945
C -0.162 -3.218 -1.389
C -4.025 -4.204 1.155
C 5.890 -0.802 -1.130
C 2.319 1.249 -4.576
C 1.540 0.697 4.444
C -1.503 -4.598 4.459
C -1.527 4.609 2.814
C 2.881 2.235 3.166
C -3.985 0.453 -3.406
C -0.296 -2.923 3.213
C 5.995 0.454 -1.728
C 1.629 1.711 3.517
C -4.092 -1.438 0.767
C -3.712 -0.383 4.171
C -2.885 -3.438 0.959
C 4.745 -1.095 -0.417
C -0.094 4.331 4.701
C -0.558 3.864 3.478
C 1.536 3.404 1.556
C 2.661 0.231 5.118
C -2.194 2.385 -5.035
C -5.224 -3.520 1.277
C 4.013 1.741 3.828
C 2.823 3.204 2.052
C -2.457 -3.634 4.804
H 3.538 -1.793 -4.092
H -1.947 4.259 1.871
H -6.203 -1.621 1.171
H 0.666 3.789 5.235
H -1.898 -0.471 -6.862
H -0.269 5.837 6.236
H -2.809 6.369 2.869
H 5.096 2.354 -2.090
H 0.380 4.408 0.031
H 1.692 2.077 -4.909
H 4.983 2.187 3.590
H 4.792 0.375 5.310
H -0.428 -2.759 -0.444
H 2.225 5.394 -1.040
H 0.879 -3.028 -1.547
H 2.189 -1.132 -6.864
H -1.317 -3.323 -5.270
H 0.326 -3.493 -4.629
H 2.751 -1.291 -2.605
H -2.914 -1.524 -5.885
H 1.829 -3.208 2.743
H -3.347 -3.862 5.393
H 0.590 0.239 4.630
H 2.998 1.762 -0.834
H 2.139 -2.657 -3.521
H -1.904 -3.895 0.985
H -1.978 2.974 -4.139
H 0.380 -4.923 3.436
H 0.675 -0.233 -6.946
H -4.712 -0.216 4.584
H -3.136 0.533 4.149
H -0.884 -4.626 -4.177
H -3.575 -2.700 -3.584
H -3.707 0.856 -2.437
H 2.530 -0.544 5.866
H 6.898 0.698 -2.280
H -3.857 -0.757 3.148
H -6.151 -4.025 1.572
H -3.481 -2.026 -1.956
H -0.307 -4.302 -1.320
H -1.927 7.138 5.002
H -3.068 2.803 -5.503
H -3.606 -0.126 -6.725
H -4.357 -0.559 -3.281
H -3.953 -5.269 1.333
H 4.942 3.599 1.760
H 3.158 1.164 -5.271
H 2.709 1.505 -3.590
H -4.808 1.046 -3.783
H -1.345 2.518 -5.711
H 6.687 -1.532 -1.237
H 0.637 -1.909 -6.479
H -3.308 -3.782 -2.199
H 4.600 -2.056 0.061
H 4.567 5.037 -0.217
H -1.609 -5.632 4.797